Record 1
83
Properties=species:S:1:pos:R:3:mulliken_charge:R:1 method="wB97M-V/def2-TZVPD" orbital_gap_ev="8.1 / 8.0" charge=-1 multiplicity=3 molar_mass_g_mol=825.034 lumo_energy_ev="1.94 / 1.86"
H -0.569 -2.897 -2.043 0.4765
H 1.700 -4.052 0.797 0.3651
C -1.924 0.527 -6.496 0.2585
N -0.484 -1.910 1.251 0.5744
C -1.424 3.788 4.968 1.6986
C 1.122 3.285 3.082 -1.9934
C -2.344 2.658 4.505 -1.3823
H 2.335 1.169 4.014 0.4622
C 1.828 1.710 4.812 -1.9856
H -2.787 -3.491 0.874 0.3447
O -0.078 2.667 6.407 -0.6283
H 0.235 -4.964 2.660 0.3357
H -1.698 -5.632 1.196 0.4242
O -0.622 -2.052 -5.362 -0.6392
H 2.465 -3.234 2.137 0.5108
H -0.291 -5.148 0.282 0.3104
C 1.675 -3.139 1.391 -1.9272
O 1.200 -1.643 -7.610 -0.7469
H -0.274 -2.224 4.063 0.3479
H 5.077 1.444 -5.260 0.3656
C -0.447 -4.222 2.238 -1.4573
H -3.309 3.072 4.204 0.4299
H -2.434 -1.723 -1.561 0.4228
H -1.110 4.517 2.900 0.3355
C 3.436 -0.444 -7.020 -0.3885
C 0.296 -2.894 2.059 2.1600
H 1.290 4.315 3.399 0.3563
H 1.960 -2.306 0.750 0.3134
C -1.907 -3.706 0.258 -1.3451
C -1.125 -2.419 0.000 1.8717
H -2.368 5.337 3.778 0.4371
H 3.544 2.035 -4.645 0.3074
C 4.021 1.217 -5.173 -1.1687
H 3.934 0.317 -4.576 0.3112
H -1.711 2.455 2.441 0.2986
H -1.249 -4.092 2.973 0.3988
C -0.078 -2.668 -1.099 -1.7726
N 1.352 -0.416 -5.344 -0.1643
H -2.690 -1.455 -6.867 0.2476
H 0.536 -1.785 -1.264 0.3946
C -1.748 1.851 3.352 -0.5680
H -1.387 5.273 6.552 0.4458
H 2.376 1.375 -6.548 0.2063
H -2.550 1.981 5.341 0.3323
O 2.504 -2.594 -5.813 -0.6939
C -0.359 1.338 3.715 -0.9050
H -1.531 -0.434 -0.776 0.4294
S 1.992 -1.424 -6.431 1.2546
C -1.129 0.569 -5.471 -0.4589
H -2.226 3.783 7.003 0.3697
Cl 4.980 -1.234 -6.608 -0.1790
H -2.398 1.005 3.126 0.3089
C -2.066 -0.711 -7.341 -0.7517
H 0.451 3.294 2.224 0.3265
H 1.576 0.980 5.580 0.3501
C -1.066 -4.774 0.955 -0.4753
H -2.922 -1.172 0.033 0.3715
O -1.384 -1.372 2.002 -0.5810
S -0.128 -0.796 -4.897 0.7440
H -2.286 -4.097 -0.688 0.4097
H -0.682 5.675 4.160 0.3608
H 0.583 -3.509 -0.897 0.2217
H -1.078 -1.142 -7.461 0.1464
H -2.994 4.922 5.913 0.4087
H -0.476 0.549 4.465 0.3205
H 1.276 -3.035 3.974 0.5722
H 3.925 1.638 -7.265 0.4329
H 2.532 2.430 5.233 0.4551
C -2.058 -1.372 -0.602 -2.0233
C 0.618 -2.344 3.447 -2.0911
H -2.423 -0.461 -8.333 0.4333
H 3.386 -0.453 -8.096 0.4704
H 2.082 2.920 2.718 0.5270
C 3.392 1.007 -6.557 -0.4592
C -1.382 4.883 3.887 -1.7539
I -3.124 2.158 -7.136 0.0093
C -2.037 4.476 6.185 -1.8413
I -0.883 2.352 -4.335 0.0326
O -0.190 -0.706 -3.477 -0.5538
C 0.593 2.411 4.250 2.0896
N -0.054 3.286 5.277 0.4709
H 1.126 -1.380 3.380 0.4418
H 0.085 0.859 2.840 0.2334

Record 2
103
Properties=species:S:1:pos:R:3:mulliken_charge:R:1 method="wB97M-V/def2-TZVPD" orbital_gap_ev=6.5 charge=-1 molar_mass_g_mol=935.056 lumo_energy_ev=2.09
H -13.377 -0.644 13.118 0.5243
C -13.109 -4.087 15.954 0.1958
H -21.908 -5.002 19.088 0.3913
C -14.299 2.608 13.592 -0.4741
H -16.921 0.941 14.852 0.5366
H -16.083 -9.308 8.720 0.3750
C -11.995 -11.108 16.280 -0.3610
C -19.357 -3.052 18.048 1.0889
H -10.888 -12.576 17.407 0.3859
H -13.040 -9.748 14.371 0.3371
C -17.510 -8.724 10.219 -0.7938
C -13.341 -8.059 15.279 -0.1510
C -13.926 0.236 13.428 -0.3669
H -13.094 -2.435 21.335 0.3538
C -16.012 -3.900 20.684 -0.2056
C -13.970 -4.102 22.422 0.4418
N -13.872 -7.420 16.390 0.4805
C -15.384 -7.395 11.413 -0.3715
C -12.304 -5.719 23.021 -0.4015
H -15.866 -7.806 14.778 0.0687
C -16.762 -9.475 17.587 -0.7795
F -13.552 -1.730 15.712 -0.2748
C -16.517 -5.154 20.385 -0.7740
H -19.114 -10.558 15.379 0.3756
C -21.082 -4.674 18.462 -1.0371
N -16.076 -2.418 14.040 -0.4515
C -17.753 -7.978 11.344 -0.2923
H -20.780 -2.876 19.568 0.4616
C -16.665 -7.370 11.990 1.4166
Ca -16.428 -4.490 15.342 2.1483
H -19.237 -2.002 20.400 0.4167
H -11.175 -10.380 16.211 0.3077
C -13.310 -10.346 16.348 -0.4363
F -11.561 -2.351 15.192 -0.3105
F -13.155 -2.836 13.900 -0.2900
H -16.478 -9.570 18.627 0.4907
N -11.329 -4.997 22.471 -0.6121
O -15.839 -6.024 13.707 -0.9144
H -15.754 -2.752 17.515 -0.0775
C -19.420 -5.635 15.275 -0.9575
N -18.301 -5.693 14.697 0.4624
C -16.736 -5.463 19.032 -0.6675
H -15.366 -2.022 19.867 0.6005
O -12.228 -4.495 16.728 -0.6869
H -16.719 -5.902 21.120 0.5253
C -15.156 -8.119 10.243 -0.9563
C -17.538 -9.151 14.954 -0.4065
H -20.025 -0.788 19.367 0.3727
C -15.775 -3.012 19.666 -0.6391
H -13.530 -6.470 16.542 -0.1952
H -17.059 -6.444 18.818 0.5374
N -18.141 -6.531 13.640 -0.7221
H -12.014 -6.635 23.447 0.4137
H -21.239 -6.257 17.010 0.4083
C -13.653 -5.329 23.009 -0.1901
H -20.219 -6.288 14.817 0.2613
H -14.177 -8.090 9.772 0.3935
C -11.655 -3.854 21.853 -0.3677
H -14.166 -11.061 16.412 0.1885
C -19.071 -1.314 19.587 -1.1400
C -20.437 -3.484 18.752 -0.6572
C -16.883 -6.542 13.201 -0.7483
C -15.997 -8.662 16.738 1.1330
C -15.523 2.374 14.203 -0.4839
H -18.733 -7.880 11.737 0.5344
C -14.827 -7.896 17.266 -0.7349
H -13.961 3.620 13.527 0.3893
O -14.794 -7.538 18.423 -0.6851
C -15.694 -1.338 14.106 -0.1799
C -15.968 1.081 14.396 -0.4899
S -15.639 -3.464 22.380 -0.1735
H -12.490 1.622 12.871 0.3785
H -13.343 -9.803 17.304 0.2957
C -13.493 1.508 13.247 -0.6377
C -17.847 -10.159 17.110 -0.7604
C -19.038 -3.675 16.817 0.5437
N -16.485 -4.624 18.037 0.8735
N -13.443 -9.399 15.251 0.1307
C -16.019 -3.419 18.355 -0.0560
H -18.324 -0.572 19.856 0.2221
C -19.719 -4.862 16.484 0.5928
S -12.601 -7.140 14.112 -0.3491
C -16.226 -8.774 9.653 -0.3339
H -18.403 -10.818 17.803 0.3341
H -18.304 -9.281 9.717 0.3423
C -16.420 -8.490 15.432 0.6797
H -16.166 3.192 14.504 0.3857
C -12.930 -3.357 21.837 -0.2441
C -11.856 -12.056 17.467 -1.3091
H -11.845 -11.509 18.413 0.3318
H -17.835 -8.952 13.940 0.3119
C -20.704 -5.368 17.314 -0.8814
H -11.969 -11.680 15.338 0.3732
O -14.285 -4.446 15.743 0.0849
H -14.608 -6.858 11.919 0.4505
C -12.830 -2.760 15.187 0.7303
H -14.432 -5.964 23.384 0.3794
C -15.179 0.007 14.025 0.6251
C -18.255 -9.989 15.776 -0.5123
O -18.601 -1.962 18.433 -0.1563
H -10.793 -3.289 21.424 0.3128
O -18.075 -3.156 16.117 -1.0177
H -12.665 -12.773 17.477 0.3191

Record 3
44
Properties=species:S:1:pos:R:3:mulliken_charge:R:1 method="wB97M-V/def2-TZVPD" orbital_gap_ev=7.4 charge=0 molar_mass_g_mol=297.355 smiles="CCOC(CCc1c(C)nc(NC(C)=O)[nH]c1=O)OCC" lumo_energy_ev=-0.31
H -4.540 -2.516 -0.461 0.5535
C 0.861 0.950 1.673 0.4237
N 2.045 1.582 -0.711 -0.3105
C 2.551 0.653 -0.127 0.1396
C 0.995 2.209 -0.524 0.5205
N 3.863 0.091 -0.473 -0.2574
C -1.040 2.167 1.171 -1.3661
C 0.224 1.735 0.791 0.5990
C -4.976 -1.738 -0.808 -1.6977
O 4.228 -1.208 1.213 -0.4241
O -3.452 -0.695 0.761 -0.3907
H 6.358 -0.478 -0.871 0.3051
H -5.453 -1.760 -1.771 0.3314
C -0.632 -1.853 0.497 -0.4381
H -2.042 0.061 2.014 0.1961
C -4.019 -0.765 -0.440 0.1677
H 0.501 -3.533 -0.125 0.3104
C 5.660 -1.347 -0.481 -1.7277
H 0.039 3.949 -0.960 0.3566
H 6.285 -1.962 -0.083 0.5318
C -2.201 1.623 0.517 -0.3647
H -0.505 2.685 -2.113 0.2739
H -0.335 -2.551 -1.441 0.2155
H 1.150 3.483 -2.167 0.3364
H -1.516 -2.394 0.533 0.6783
H -1.172 2.292 2.221 0.6065
H -3.247 1.899 0.955 0.2856
O -1.107 -0.579 0.037 -0.1823
C 0.329 2.956 -1.474 -1.2580
C 4.521 -1.085 0.175 0.9502
O 0.373 0.537 2.872 -0.7915
H -4.386 0.143 -0.951 0.3823
C 0.268 -2.414 -0.404 -0.7293
H -0.267 -1.849 1.666 0.1998
H 4.122 0.458 -1.339 0.2459
H 0.937 -1.681 -0.331 -0.1284
H 2.547 -0.234 1.469 0.1208
H -1.172 3.399 1.100 0.3590
H -3.224 -0.710 -1.429 0.1126
H -5.694 -1.641 0.045 0.3265
C -2.136 -0.130 0.696 -0.0601
H -2.186 1.603 -0.734 -0.0413
N 1.954 0.397 1.305 0.2475
H 5.490 -1.750 -1.492 0.3916

Record 4
138
Properties=species:S:1:pos:R:3:mulliken_charge:R:1 method="wB97M-V/def2-TZVPD" orbital_gap_ev=8.2 charge=0 molar_mass_g_mol=2735.213 lumo_energy_ev=0.10
Cl 3.397 -7.854 -6.059 -0.0242
Cl 3.910 -6.460 2.582 -0.1282
Cl -4.335 -1.369 3.047 -0.0873
Cl -10.777 5.649 -4.175 -0.1283
Cl 7.509 -6.360 -0.284 -0.0426
H -7.484 6.193 -0.939 0.5204
H 4.490 1.448 6.569 0.2971
Cl 1.419 6.112 2.598 -0.0959
Cl -0.763 -0.536 -5.879 -0.1285
C -5.475 -2.511 2.333 0.0308
H 9.921 -2.475 -0.857 0.2058
Cl -5.996 7.560 9.660 -0.0651
C 0.885 -1.546 2.442 -0.1399
Cl 8.738 -0.009 2.267 -0.0885
Cl 3.367 5.589 4.710 -0.0357
Cl 6.916 -8.060 2.284 -0.0645
Cl -3.029 2.997 -4.854 -0.0277
Cl -11.547 7.144 7.909 -0.1225
Cl -11.129 7.522 -1.984 -0.1407
Cl 8.575 -3.616 -2.407 -0.1681
C -0.052 0.023 -4.364 -0.0012
H -0.337 6.063 2.080 0.3813
H -0.897 2.818 -2.320 0.0428
Cl 4.020 -5.137 -5.259 -0.1393
H -3.914 3.029 1.001 0.3373
Cl -6.496 -1.708 1.135 -0.1220
Cl 1.172 -1.117 -3.792 -0.1052
H -1.608 2.333 0.619 0.4869
C -0.460 5.289 -1.748 -0.1152
H 0.472 2.393 -1.292 0.5345
H 7.712 -5.651 -2.506 -0.0091
Cl -1.040 -13.085 -3.080 -0.0975
H -0.518 5.082 -2.815 0.4070
Cl 8.764 -0.754 -1.942 -0.1244
H -1.193 -10.346 -6.361 -0.0063
Cl -4.124 8.912 11.421 -0.1235
H -0.454 7.379 -2.035 0.3869
H 5.320 -5.709 0.873 -0.5614
Cl -2.392 10.533 5.057 -0.1240
C -4.832 4.089 -0.682 0.7524
Cl 7.078 -7.906 -2.703 -0.1532
C -4.027 4.754 -1.554 0.5431
H -6.823 4.148 0.193 0.3955
Cl -5.655 2.350 -5.916 -0.1548
C 4.852 -11.798 -5.436 0.0052
C 4.673 -5.218 1.589 0.8748
C 10.464 -0.088 2.619 0.0353
Cl 5.661 -4.145 2.586 -0.1065
H -6.112 -2.892 3.121 0.2941
Cl -1.180 -1.999 5.521 -0.0409
Cl 1.230 0.150 2.796 -0.0319
H -5.265 2.184 0.208 0.4639
H 1.220 -1.755 1.433 0.3248
H 2.600 7.661 3.920 0.2951
Cl -0.344 -10.744 -8.509 -0.1363
C -0.357 5.878 0.981 -0.6465
H -3.041 4.352 -1.778 0.1354
P -3.237 1.832 -1.111 0.1675
H -5.896 7.355 -2.482 0.3866
C -9.959 7.876 8.146 0.0741
H 5.229 -7.097 -4.807 -0.3369
Cl -3.770 6.095 10.813 -0.1287
H -9.447 7.894 7.192 0.2815
H 0.431 0.975 -4.547 0.2555
H -0.384 7.916 0.403 0.4354
C -4.377 5.924 -2.190 -1.7733
C 4.406 1.821 5.556 0.0333
Cl 0.420 10.202 5.688 -0.0892
Cl 4.768 -1.995 -8.982 -0.1335
C -6.095 4.623 -0.462 -0.7468
C 8.905 -2.351 -1.212 0.0439
Cl 5.826 -6.582 -7.015 -0.1128
Cl -0.847 -1.877 2.536 -0.0112
C -10.067 7.007 -3.298 -0.0207
Cl 4.775 -4.688 -10.071 -0.1308
Cl 11.183 1.522 2.581 -0.1246
Cl 3.462 -4.296 0.697 -0.0682
H 5.788 -10.043 2.813 0.2853
Cl 5.363 -10.458 -4.408 -0.0368
C 4.024 -3.595 -8.906 0.6098
Cl -2.436 -12.948 -5.622 -0.1062
C -1.183 10.538 6.342 -0.0314
C -6.467 5.774 -1.093 -0.2762
Cl -4.616 -3.871 1.606 -0.1211
C -4.315 7.655 10.194 0.3240
Cl -10.120 9.538 8.719 -0.1179
H -4.336 4.237 -6.355 0.3644
Cl 6.628 -10.448 0.663 -0.1072
C -4.552 3.656 -5.467 -0.1896
C -0.396 4.594 0.514 -0.3263
Cl 5.257 3.371 5.479 -0.1527
Cl -5.290 4.723 -4.266 0.0255
Cl -0.073 -8.355 -6.878 -0.1033
H -1.168 11.523 6.792 0.3371
C -2.359 -12.325 -3.971 0.0030
Cl 2.690 1.993 5.190 -0.1033
C 6.718 -9.813 2.308 0.0122
Cl -8.468 6.577 -2.672 -0.0917
Cl 0.871 6.948 5.334 -0.1264
H -9.955 7.835 -3.988 0.2964
Cl -2.171 -10.568 -3.982 -0.1092
C 2.128 6.706 4.118 -0.0865
Cl -1.301 0.263 -3.140 -0.0850
H -3.685 6.419 -2.864 0.4192
H -2.993 -0.970 6.586 0.2807
Cl 5.400 -5.604 -2.125 -0.0569
H -0.392 3.777 1.236 0.4093
C -5.625 6.440 -1.956 -0.3406
H -3.624 0.472 -0.967 0.0157
H -1.081 0.929 -0.289 0.4522
Cl 2.284 -3.485 -9.186 -0.1250
Cl 6.085 -13.060 -5.472 -0.1286
H 4.720 -11.422 -6.444 0.2655
Cl 3.309 -12.451 -4.883 -0.1178
C -1.489 1.943 -0.402 -1.2842
H -3.290 -12.564 -3.472 0.3367
C -2.577 -1.970 6.595 -0.0121
H 10.589 -0.493 3.615 0.2994
Cl 8.036 -10.577 3.199 -0.1271
C 7.017 -6.296 -1.976 0.2796
Cl 11.286 -1.162 1.478 -0.1257
Cl -2.103 -2.357 8.253 -0.1371
H -3.701 7.916 9.338 0.0025
C -0.385 6.891 0.037 -0.5348
Cl -8.994 6.920 9.274 -0.1210
C -0.551 2.809 -1.275 -0.1868
Cl 5.159 0.650 4.469 -0.0846
Cl 1.061 -10.873 -5.969 0.0090
C -0.262 -10.111 -6.862 0.2192
Cl 7.812 -2.509 0.162 0.0281
Cl -3.818 -3.092 6.026 -0.1190
Cl -1.600 9.362 7.593 -0.0926
C -0.467 4.270 -0.826 0.2490
C -0.425 6.590 -1.283 -0.6394
C 4.691 -6.720 -5.670 0.6135
H 4.183 -3.998 -7.913 -0.2260
Cl 1.771 -2.598 3.548 -0.1087
C -4.377 2.810 0.027 -0.8627